Density functional theory data (ωB97M-V with the def2-TZVPD basis set) for C2H4N4OS in the gas phase at a distorted geometry.

```
12
C2H4N4OS | OMol25 | ωB97M-V with the def2-TZVPD basis set
C 1.680 -0.357 0.115
C -0.424 -0.411 -0.088
H -1.544 2.080 0.882
H -1.422 2.517 -0.698
H 1.885 1.594 -0.414
H -1.899 -2.026 0.689
N -0.911 2.078 0.032
N -0.063 0.970 -0.155
N 1.234 1.024 0.211
N 0.554 -1.216 -0.038
O 2.853 -0.721 -0.062
S -2.067 -0.862 -0.029
```

The strongest force on any atom is 4.33 eV Å⁻¹. The calculation puts the HOMO-LUMO gap at 0.3496 Ha. As for the energy relative to the best compared isomer or geometry (same formula, charge and spin): 1.195 eV. The LUMO energy comes out at 0.37 eV. Its SMILES is Nn1[nH]c(=O)nc1S.

Mulliken population analysis, charges in e, atoms 1 to 5:
1 C 0.44
2 C 0.51
3 H 0.24
4 H 0.23
5 H 0.30

Density functional theory data (ωB97M-V with the def2-TZVPD basis set) for C2H4N2O2 in the gas phase at a distorted geometry.

```
10
C2H4N2O2 | OMol25 | ωB97M-V with the def2-TZVPD basis set
N 1.870 -0.023 -0.133
C 0.685 -0.290 0.537
O 0.653 -0.786 1.646
N -0.470 0.023 -0.208
C -1.879 0.025 -0.023
O -2.531 0.353 -0.992
H 2.704 -0.104 0.439
H 1.924 0.700 -0.835
H -0.326 0.275 -1.184
H -2.629 -0.172 0.753
```

The strongest force on any atom is 2.51 eV Å⁻¹. The calculation puts the HOMO-LUMO gap at 0.4053 Ha. As for the energy relative to the best compared isomer or geometry (same formula, charge and spin): 1.062 eV. The LUMO energy comes out at 0.64 eV. Its SMILES is NC(=O)NC=O.

Mulliken population analysis, charges in e, atoms 1 to 5:
1 N -0.43
2 C 0.56
3 O -0.56
4 N -0.22
5 C 0.07

Density functional theory data (ωB97M-V with the def2-TZVPD basis set) for 2 unconnected molecules or ions with the total composition C5H8N2O at a distorted geometry.

```
16
C5H8N2O | OMol25 | ωB97M-V with the def2-TZVPD basis set
C -1.278 0.966 -1.490
C 0.003 0.574 -0.712
C -0.133 -0.059 0.574
C 0.973 -1.028 1.065
C -1.517 -0.679 0.714
H -1.969 0.808 -0.655
H -1.129 1.912 -1.936
H -1.463 0.292 -2.481
H 0.885 0.300 -1.490
H 1.061 1.503 1.093
H 0.610 -1.347 1.935
H 1.102 -1.959 0.396
H 3.159 -1.107 0.576
N 0.157 1.305 0.590
N -2.561 -1.118 0.865
O 2.098 -0.363 0.955
```

The strongest force on any atom is 8.92 eV Å⁻¹. The calculation puts the HOMO-LUMO gap at 0.3353 Ha. As for the energy relative to the best compared isomer or geometry (same formula, charge and spin): 5.881 eV. The LUMO energy comes out at -0.72 eV.

Mulliken population analysis, charges in e, atoms 1 to 5:
1 C -1.11
2 C -0.08
3 C 1.23
4 C -0.62
5 C -0.22

Density functional theory data (ωB97M-V with the def2-TZVPD basis set) for 2 unconnected molecules or ions with the total composition C6H16NO2 at a distorted geometry.

```
25
C6H16NO2 | OMol25 | ωB97M-V with the def2-TZVPD basis set
C -0.230 1.013 0.254
N 0.457 0.566 -0.974
C 0.520 -0.936 -1.092
C -0.771 -1.594 -1.700
C -1.773 -2.253 -0.548
O -1.489 -2.006 0.715
C 0.699 1.129 1.454
C -0.027 0.808 2.722
H -0.960 1.826 0.106
H -1.016 0.271 0.508
H -0.007 0.904 -1.798
H 1.310 -1.085 -1.836
H 0.790 -1.385 -0.150
H -1.441 -0.865 -2.117
H -0.405 -2.408 -2.317
H -2.779 -1.836 -0.915
H -1.837 -3.345 -0.786
H 1.553 0.483 1.235
H 1.103 2.147 1.613
H -0.525 -0.164 2.696
H -0.880 1.485 2.908
H 0.588 0.988 3.607
H 1.754 2.007 -0.746
H 2.911 1.757 -1.625
O 2.456 2.492 -1.213
```

The strongest force on any atom is 3.02 eV Å⁻¹. The charge is -1. The calculation puts the HOMO-LUMO gap at 0.2398 Ha. As for the energy relative to the best compared isomer or geometry (same formula, charge and spin): 1.815 eV. The LUMO energy comes out at 3.80 eV.

Mulliken population analysis, charges in e, atoms 1 to 5:
1 C -0.55
2 N -0.34
3 C -0.82
4 C -0.78
5 C -0.53

Density functional theory data (ωB97M-V with the def2-TZVPD basis set) for a molecular structure, C3H6AgO3 at a distorted geometry.

```
13
C3H6AgO3 | OMol25 | ωB97M-V with the def2-TZVPD basis set
H 0.151 -1.937 -0.300
O -1.287 -0.365 0.085
Ag 2.452 0.230 -0.025
O 0.538 0.979 0.077
C -0.045 -0.099 0.227
O 0.727 -1.159 -0.009
C -2.235 0.747 -0.087
C -3.623 0.183 0.022
H -2.010 1.478 0.698
H -2.031 1.184 -1.071
H -3.822 -0.188 1.035
H -4.334 0.990 -0.197
H -3.780 -0.625 -0.704
```

The strongest force on any atom is 6.21 eV Å⁻¹. The spin multiplicity is 2. The charge is +2. The calculation puts the HOMO-LUMO gap (spin up / spin down) at 0.3245 / 0.1632 Ha. As for the energy relative to the best compared isomer or geometry (same formula, charge and spin): 0.000 eV. The LUMO energy (spin up / spin down) comes out at -11.03 / -15.41 eV.

Mulliken population analysis, charges in e, atoms 1 to 5:
1 H 0.44
2 O -0.15
3 Ag 1.06
4 O -0.39
5 C 1.24

Density functional theory data (ωB97M-V with the def2-TZVPD basis set) for 2 unconnected molecules or ions with the total composition C5H16N2O at a distorted geometry.

```
24
C5H16N2O | OMol25 | ωB97M-V with the def2-TZVPD basis set
N 0.479 -0.942 1.316
C 0.591 -0.243 0.008
C 0.053 -1.107 -1.096
C -1.343 -0.770 -1.665
C -1.325 0.363 -2.681
C 1.854 0.554 -0.287
N 2.286 1.260 0.909
H 0.540 -1.947 1.247
H 1.193 -0.518 1.904
H -0.133 0.523 0.225
H 0.657 -0.982 -2.016
H 0.141 -2.189 -1.034
H -1.918 -0.379 -0.821
H -1.823 -1.623 -2.140
H -0.804 1.234 -2.274
H -0.840 0.155 -3.639
H -2.336 0.712 -2.909
H 2.622 -0.180 -0.548
H 1.676 1.236 -1.123
H 3.280 1.158 1.067
H 1.971 2.217 0.985
H -1.811 -0.056 4.563
H -2.429 1.237 4.967
O -2.580 0.288 5.040
```

The strongest force on any atom is 3.10 eV Å⁻¹. The spin multiplicity is 2. The charge is -1. The calculation puts the HOMO-LUMO gap (spin up / spin down) at 0.0913 / 0.3275 Ha. As for the energy relative to the best compared isomer or geometry (same formula, charge and spin): 0.508 eV. The LUMO energy (spin up / spin down) comes out at 3.70 / 3.64 eV.

Mulliken population analysis, charges in e, atoms 1 to 5:
1 N -0.75
2 C -0.29
3 C -0.68
4 C -0.40
5 C -1.51

Density functional theory data (ωB97M-V with the def2-TZVPD basis set) for a molecular structure, C7H31N3O9 at a distorted geometry.

```
50
C7H31N3O9 | OMol25 | ωB97M-V with the def2-TZVPD basis set
C 0.634 -2.133 0.691
O 1.630 -1.436 0.580
N -0.135 -2.593 -0.263
N 0.299 -2.590 1.839
H -0.701 -3.378 0.028
H -0.188 -2.287 -1.224
H 0.759 -2.104 2.595
H -0.122 -3.506 1.900
C -4.559 1.534 0.134
O -3.665 0.544 0.486
C -2.598 1.162 1.166
C -1.489 0.058 1.166
N -0.546 -0.020 -0.009
C -1.232 -0.428 -1.233
C -0.087 -0.656 -2.276
O 0.669 -1.901 -1.995
C 2.013 -2.101 -2.652
H -5.328 0.854 -0.233
H -4.427 2.162 -0.747
H -4.806 2.212 0.951
H -2.816 1.422 2.202
H -2.327 2.130 0.744
H -1.873 -0.908 1.493
H -0.928 0.463 2.009
H 0.040 -0.780 0.306
H -2.004 0.285 -1.523
H -1.736 -1.364 -0.990
H 0.581 0.202 -2.341
H -0.548 -0.928 -3.226
H 2.632 -1.235 -2.414
H 2.105 -1.908 -3.721
H 2.433 -3.037 -2.285
O 0.056 2.062 1.595
H 0.972 1.988 1.861
H -0.296 2.768 2.137
O 3.572 -0.516 -0.427
H 3.292 0.326 -0.785
H 2.763 -0.931 -0.128
O 1.424 0.557 0.375
H 1.159 -0.349 0.215
H 0.600 1.031 0.491
O 1.992 1.569 2.038
H 2.934 1.729 1.974
H 1.766 1.139 1.213
O -0.332 2.182 -0.495
H -0.321 2.278 0.458
H -0.462 1.244 -0.639
O 3.276 1.720 -0.677
H 3.488 2.177 0.137
H 2.439 1.291 -0.500
```

The strongest force on any atom is 11.64 eV Å⁻¹. The calculation puts the HOMO-LUMO gap at 0.3279 Ha. As for the energy relative to the best compared isomer or geometry (same formula, charge and spin): 16.335 eV. The LUMO energy comes out at 0.27 eV.

Mulliken population analysis, charges in e, atoms 1 to 5:
1 C 0.35
2 O -0.52
3 N -0.43
4 N -0.39
5 H 0.13

Density functional theory data (ωB97M-V with the def2-TZVPD basis set) for 8 unconnected molecules or ions with the total composition C29H45O15 at a distorted geometry.

```
89
C29H45O15 | OMol25 | ωB97M-V with the def2-TZVPD basis set
C -2.448 9.248 -17.571
O -2.716 8.197 -18.464
H -3.232 9.241 -16.813
H -1.515 9.312 -17.012
H -2.583 10.129 -18.199
O -7.990 9.885 -15.678
C -7.392 10.927 -15.428
O -8.184 11.844 -14.704
C -7.328 12.975 -14.467
C -5.936 12.657 -14.752
C -6.021 11.483 -15.744
H -7.335 13.243 -13.410
H -7.667 13.734 -15.172
H -5.412 12.339 -13.851
H -5.439 13.528 -15.179
H -5.122 10.874 -15.838
H -6.022 12.090 -16.650
O -5.951 7.408 -13.228
C -5.548 6.680 -14.163
O -6.158 5.573 -14.408
C -5.511 4.759 -15.383
C -4.452 5.694 -16.090
C -4.568 7.011 -15.350
H -6.129 4.429 -16.218
H -5.031 3.889 -14.934
H -4.555 5.829 -17.167
H -3.510 5.148 -16.051
H -5.018 7.809 -15.940
H -3.737 7.523 -14.865
O 0.730 8.799 -19.006
C 1.430 8.846 -17.988
O 2.773 8.918 -18.029
C 3.303 8.299 -16.960
C 2.281 8.222 -15.911
C 0.993 8.542 -16.604
H 4.231 8.771 -16.636
H 3.669 7.310 -17.236
H 2.484 9.013 -15.189
H 2.284 7.250 -15.419
H 0.631 9.532 -16.328
H 0.200 7.798 -16.526
O -8.878 7.615 -20.185
C -7.746 7.892 -19.804
O -6.744 8.113 -20.648
C -5.503 8.575 -20.061
C -6.143 9.331 -18.835
C -7.278 8.331 -18.444
H -4.978 9.345 -20.627
H -4.838 7.770 -19.748
H -6.238 10.383 -19.107
H -5.299 9.347 -18.145
H -8.181 8.801 -18.054
H -6.971 7.568 -17.729
O -0.506 8.543 -21.616
C -0.806 9.649 -21.974
O -0.138 10.235 -22.978
C -0.641 11.504 -23.295
C -1.712 11.844 -22.341
C -2.065 10.468 -21.631
H -1.115 11.395 -24.270
H 0.122 12.283 -23.297
H -2.549 12.237 -22.918
H -1.308 12.618 -21.689
H -3.060 10.047 -21.777
H -2.008 10.596 -20.550
O -2.972 11.034 -13.348
C -1.813 10.738 -13.112
O -1.209 11.243 -12.044
C 0.133 10.914 -11.991
C 0.185 9.529 -12.701
C -0.883 9.757 -13.784
H 0.512 11.038 -10.977
H 0.593 11.651 -12.649
H -0.127 8.713 -12.050
H 1.154 9.382 -13.178
H -1.459 8.864 -14.023
H -0.472 10.120 -14.726
O -6.852 13.379 -18.879
C -5.694 13.420 -19.018
O -4.955 13.973 -18.070
C -3.628 14.145 -18.450
C -3.401 13.022 -19.454
C -4.730 12.998 -20.128
H -2.936 14.199 -17.610
H -3.531 15.116 -18.937
H -3.143 12.081 -18.968
H -2.501 13.250 -20.024
H -5.170 12.073 -20.502
H -4.830 13.666 -20.983
```

The strongest force on any atom is 5.62 eV Å⁻¹. The charge is -1. The calculation puts the HOMO-LUMO gap at 0.1913 Ha. As for the energy relative to the best compared isomer or geometry (same formula, charge and spin): 0.000 eV. The LUMO energy comes out at 1.99 eV.

Mulliken population analysis, charges in e, atoms 1 to 5:
1 C 2.24
2 O -0.83
3 H -0.29
4 H -0.90
5 H -0.99

Density functional theory data (ωB97M-V with the def2-TZVPD basis set) for C5H8O in the gas phase.

```
14
C5H8O | OMol25 | ωB97M-V with the def2-TZVPD basis set
C -1.443 -0.964 -0.468
C -0.503 0.105 -0.934
C 0.340 0.838 0.835
C 0.833 0.216 -0.624
C 1.560 -0.104 0.818
O 2.734 0.304 0.964
H -0.989 -1.627 0.273
H -2.372 -0.543 -0.070
H -1.714 -1.563 -1.347
H -0.910 0.775 -1.697
H -0.563 0.474 1.313
H 0.486 1.914 0.849
H 1.405 0.974 -1.153
H 1.223 -1.110 1.148
```

The strongest force on any atom is 0.51 eV Å⁻¹. The calculation puts the HOMO-LUMO gap at 0.2903 Ha. As for the energy relative to the best compared isomer or geometry (same formula, charge and spin): 4.490 eV. The LUMO energy comes out at 0.11 eV.

Mulliken population analysis, charges in e, atoms 1 to 5:
1 C -1.12
2 C 0.16
3 C -0.65
4 C -0.38
5 C 0.17

Density functional theory data (ωB97M-V with the def2-TZVPD basis set) for 2 unconnected molecules or ions with the total composition C2H4F2N at a distorted geometry.

```
9
C2H4F2N | OMol25 | ωB97M-V with the def2-TZVPD basis set
C 0.908 0.784 0.935
C -0.050 0.861 -0.204
N 1.089 -0.006 -0.028
F 1.383 -1.276 -0.208
F -1.471 -1.741 -0.741
H 1.398 1.021 1.827
H -2.339 -1.827 -0.419
H -1.146 0.554 -0.170
H 0.227 1.631 -0.991
```

The strongest force on any atom is 3.59 eV Å⁻¹. The charge is +1. The calculation puts the HOMO-LUMO gap at 0.4015 Ha. As for the energy relative to the best compared isomer or geometry (same formula, charge and spin): 0.215 eV. The LUMO energy comes out at -6.86 eV.

Mulliken population analysis, charges in e, atoms 1 to 5:
1 C 0.02
2 C -0.18
3 N 0.28
4 F -0.05
5 F -0.40

Density functional theory data (ωB97M-V with the def2-TZVPD basis set) for a molecular structure, C16H40F6N7PTi at a distorted geometry.

```
71
C16H40F6N7PTi | OMol25 | ωB97M-V with the def2-TZVPD basis set
Ti -0.924 0.727 0.904
C -3.033 -2.004 2.413
C -3.415 -1.217 1.161
N -2.946 0.202 1.167
C -3.572 1.069 2.223
C -2.493 1.808 3.021
N -1.477 2.328 2.062
C -0.423 3.210 2.684
C 0.897 2.503 2.967
C 1.616 2.018 1.705
N 1.081 0.733 1.137
C 1.633 -0.460 1.843
C 0.606 -0.997 2.812
N -0.694 -1.075 2.089
C -1.726 -1.558 3.062
H -2.975 -3.056 2.133
H -3.814 -1.941 3.171
H -4.501 -1.252 1.043
H -2.996 -1.686 0.267
H -3.294 0.549 0.269
H -4.186 0.464 2.889
H -4.231 1.798 1.749
H -2.005 1.176 3.765
H -2.967 2.625 3.572
H -2.010 2.960 1.456
H -0.814 3.643 3.607
H -0.231 4.036 1.998
H 0.785 1.709 3.708
H 1.543 3.254 3.428
H 2.672 1.890 1.951
H 1.557 2.795 0.943
H 1.557 0.643 0.144
H 2.555 -0.220 2.376
H 1.857 -1.228 1.101
H 0.472 -0.346 3.676
H 0.919 -1.971 3.196
H -0.595 -1.813 1.384
H -1.891 -0.775 3.800
H -1.321 -2.409 3.613
N 2.225 -2.144 -5.204
C 1.640 -0.955 -4.470
C 0.514 -1.361 -3.523
C 0.949 -2.249 -2.342
N 0.071 -1.974 -1.149
C 2.456 -2.098 -2.021
C 3.165 -0.773 -2.380
N 3.033 0.260 -1.314
C 2.731 -0.181 -3.740
H 1.506 -2.644 -5.739
H 2.664 -2.810 -4.565
H 2.943 -1.837 -5.870
H 1.220 -0.308 -5.240
H -0.284 -1.847 -4.088
H 0.110 -0.436 -3.120
H 0.793 -3.297 -2.619
H 0.160 -2.811 -0.575
H -0.881 -1.986 -1.510
H 2.990 -2.898 -2.543
H 2.611 -2.302 -0.960
H 4.225 -1.027 -2.448
H 3.226 1.169 -1.729
H 3.793 0.093 -0.655
H 3.603 -0.070 -4.389
H 2.347 0.827 -3.584
F -1.072 0.500 -0.855
P -1.336 2.429 -1.716
F -0.389 2.673 -0.324
F -1.535 3.882 -2.065
F -2.174 1.636 -2.728
F 0.010 2.086 -2.420
F -2.530 2.317 -0.608
```

The strongest force on any atom is 2.28 eV Å⁻¹. The charge is +4. The calculation puts the HOMO-LUMO gap at 0.2371 Ha. As for the energy relative to the best compared isomer or geometry (same formula, charge and spin): 0.226 eV. The LUMO energy comes out at -14.26 eV.

Mulliken population analysis, charges in e, atoms 1 to 5:
1 Ti -0.01
2 C -0.81
3 C -0.82
4 N 0.36
5 C -0.72

Density functional theory data (ωB97M-V with the def2-TZVPD basis set) for 2 unconnected molecules or ions with the total composition C7H11NO5 at a distorted geometry.

```
24
C7H11NO5 | OMol25 | ωB97M-V with the def2-TZVPD basis set
C 3.371 0.423 0.138
C -1.185 1.345 -0.754
C -1.302 -1.160 -0.019
C -0.824 0.652 1.487
C -1.764 0.311 0.255
C 0.616 0.070 -0.131
C 2.578 -0.429 -0.772
N 2.773 -1.773 -0.708
O 3.560 1.647 -0.238
O 3.820 0.110 1.205
O 0.183 1.056 -1.004
O 0.069 -1.165 -0.371
O 0.571 0.478 1.187
H -1.540 1.317 -1.810
H -1.127 2.395 -0.544
H -1.422 -1.768 0.851
H -1.925 -1.696 -0.908
H -0.890 1.646 1.836
H -1.242 0.044 2.250
H -2.849 0.362 0.640
H 2.536 -0.072 -1.794
H 2.443 -2.384 -1.462
H 2.628 -2.209 0.218
H 2.951 1.919 -0.976
```

The strongest force on any atom is 5.36 eV Å⁻¹. The calculation puts the HOMO-LUMO gap at 0.3250 Ha. As for the energy relative to the best compared isomer or geometry (same formula, charge and spin): 3.437 eV. The LUMO energy comes out at 0.58 eV.

Mulliken population analysis, charges in e, atoms 1 to 5:
1 C 0.64
2 C -0.60
3 C -0.50
4 C -0.77
5 C 0.01